Computed, not measured: one molecule with the formula C14H20ClNO4S in a non-equilibrium geometry, with wB97M-V/def2-TZVPD.

Summary:
LUMO energy   0.006 Eh
DFT total energy   -47866.610 eV
Largest force on an atom   17.0 eV Å⁻¹
Relative energy (zero: lowest compared OMol25 entry of this formula, charge and spin)   1270.9 kJ/mol
Net charge   0
HOMO   -8.7030 eV
Gap between HOMO and LUMO   0.3258 Ha

Cartesian coordinates (Å):
H1 -3.6603 -0.0033 -0.1582
H2 1.4596 0.9539 -2.4873
C1 0.5741 -3.4233 0.3917
C2 -1.6492 3.6492 0.1768
H3 -0.8837 1.9222 -1.1717
H4 -0.5046 -5.2700 0.7978
O1 -2.8476 1.7898 1.1198
C3 3.0889 0.1130 0.3845
H5 -3.3916 4.1002 0.9115
H6 -1.5169 4.2969 -0.8090
H7 2.3718 -1.3581 2.1422
H8 0.0238 2.0847 0.1557
C4 -3.0230 3.2638 0.6263
H9 0.5722 -3.5652 -0.7167
C5 0.9896 -1.2292 0.2742
C6 2.7901 0.7766 -0.7907
C7 2.1071 -0.9822 1.1143
H10 -1.7521 -3.9018 0.4858
H11 -1.4108 0.4905 1.2295
C8 0.7486 -0.2639 -0.9449
O2 0.1447 -2.2200 0.5355
C9 1.7410 0.4307 -1.4397
H12 1.5281 -3.5956 0.8499
H13 4.4301 0.0128 2.2351
C10 -1.8116 1.2935 0.3529
O3 -0.8232 0.2335 -2.8802
H14 5.2567 0.2029 0.5155
Cl1 3.9810 1.9749 -1.2631
N1 -1.9615 -0.9428 -1.0731
C11 4.3230 0.2745 1.2663
H15 4.3358 1.3927 1.5534
H16 -0.7898 -4.1495 2.1458
H17 -0.9755 4.2307 0.7977
O4 -0.3997 -2.4112 -2.5220
C12 -0.9395 2.2166 -0.1032
H18 -2.7363 0.9461 -1.6240
H19 -1.8450 -1.5636 -0.0297
C13 -2.5962 0.1399 -0.5765
C14 -0.6691 -4.2632 1.0104
S1 -0.7426 -0.7932 -2.0511
H20 -3.5362 3.1466 -0.4314

Computed, not measured: C49H42N2O2OsP3S as an isolated structure, with wB97M-V/def2-TZVPD.

Summary:
2S+1   5
LUMO energy (alpha / beta)   -0.284 / -0.357 Eh
DFT total energy   -99712.422 eV
Largest force on an atom   0.8 eV Å⁻¹
Relative energy (zero: lowest compared OMol25 entry of this formula, charge and spin)   31.1 kJ/mol
Net charge   +3
HOMO (alpha / beta)   -15.0168 / -15.8134 eV
Gap between HOMO and LUMO (alpha / beta)   0.2683 / 0.2239 Ha

Cartesian coordinates (Å):
S1 -0.4198 -4.0421 0.2260
C1 -0.4316 2.5597 4.0630
H1 -1.2395 -2.3431 2.6072
P1 -1.5922 0.2886 0.8060
Os1 0.3709 -1.8495 0.4537
H2 3.3561 -1.6882 5.0879
C2 3.6088 -1.4978 1.7012
C3 -0.7372 -3.9977 -1.4750
C4 -3.1003 -1.9701 0.7521
C5 -1.2317 1.8477 3.1818
H3 -5.4178 7.4666 0.9147
C6 -3.2639 4.4204 0.0010
H4 -1.9848 2.4942 -6.0275
C7 -3.4463 6.7733 0.4397
C8 -2.5893 3.7549 -4.4048
H5 3.7992 3.6059 -2.3314
H6 1.1084 1.0704 0.8582
H7 -4.3981 -1.8669 4.3837
N1 -0.4283 -2.8970 -2.1722
H8 -4.2856 -3.7465 0.5321
C9 4.0996 -4.8109 -2.5028
C10 3.7058 -3.6074 -3.0766
C11 -1.4889 1.6103 -4.1305
H9 3.0124 -1.6121 -2.7221
C12 3.8174 -1.5844 4.1113
H10 -1.0977 0.9851 -2.1192
H11 -3.5976 1.0718 -0.3808
C13 -0.6744 1.2399 2.0490
H12 -3.0694 4.8089 -2.6016
C14 -1.1573 -3.8110 -4.2092
C15 -2.8722 1.5338 0.2912
C16 3.2967 -2.5554 -2.2706
H13 -1.3049 -3.7066 -5.2749
C17 4.0892 -4.9695 -1.1223
H14 -1.5382 -5.9689 -1.6170
H15 -2.8761 -0.1274 3.6000
C18 -1.5045 -4.9825 -3.5272
C19 5.1963 -1.4639 4.0118
C20 -4.8092 6.6094 0.6531
H16 -6.4719 5.2425 0.6953
H17 -2.7534 -1.9930 -0.2773
C21 3.2971 -2.7099 -0.8835
C22 4.9915 -1.4410 1.6132
P2 2.6796 -1.3885 0.1652
N2 0.6258 -2.0554 2.4616
C23 -2.6618 5.6778 0.1116
O1 0.1460 -1.8258 -1.5584
C24 -4.4337 -2.9207 2.5072
C25 -2.6923 -0.9326 1.5942
C26 3.6845 -3.9214 -0.3085
H18 1.9347 2.1916 -3.1210
H19 -5.1032 -3.6941 2.8663
C27 -4.6366 4.2503 0.2256
H20 1.5490 3.2661 4.5003
H21 1.3796 -2.1007 4.3075
C28 -2.6321 3.9165 -3.0326
H22 6.8614 -1.3699 2.6663
C29 1.6202 -1.9042 3.2684
H23 -5.1064 3.2768 0.1363
H24 3.7338 -3.4832 -4.1527
C30 -2.0212 2.6084 -4.9503
O2 -0.4844 -2.4982 3.1997
H25 5.4688 -1.4319 0.6391
C31 -4.0354 -1.8937 3.3620
C32 2.2591 0.6584 -1.6556
H26 5.1707 2.8716 -0.4115
C33 3.5837 2.6647 -1.8389
H27 1.4377 0.0500 -2.0078
C34 -2.1262 2.9002 -2.2029
C35 2.5355 1.8674 -2.2811
H28 -2.9935 7.7524 0.5311
C36 3.0543 0.2214 -0.5873
C37 3.0138 -1.6095 2.9715
C38 4.3552 2.2518 -0.7649
H29 5.8059 -1.4398 4.9069
P3 -2.2765 3.0533 -0.4692
H30 -2.9999 4.5204 -5.0514
H31 -0.2973 -1.8380 -3.9327
H32 4.4054 -5.9061 -0.6784
C39 0.6820 1.4414 1.7831
H33 -1.0357 0.7322 -4.5777
H34 4.7114 0.7474 0.6985
C40 1.4841 2.1652 2.6575
H35 -2.2957 1.7979 3.3823
C41 -0.6149 -2.7775 -3.5095
H36 -3.3778 1.8255 1.2145
H37 -1.5968 5.8016 -0.0551
H38 2.5325 2.3212 2.4250
H39 -0.8736 3.0149 4.9427
C42 -3.9734 -2.9532 1.2003
C43 4.0954 1.0374 -0.1415
C44 -1.5233 1.7518 -2.7587
H40 3.6821 -4.0535 0.7681
C45 -5.4063 5.3547 0.5411
C46 0.9305 2.7048 3.8102
H41 4.4269 -5.6270 -3.1349
C47 -3.1785 -0.9018 2.9103
H42 -1.9307 -5.8199 -4.0655
C48 -1.2939 -5.0719 -2.1729
C49 5.7837 -1.4179 2.7603

Computed, not measured: a 2-piece molecular cluster, C4H12 overall in a non-equilibrium geometry, with wB97M-V/def2-TZVPD.

Summary:
LUMO energy   0.042 Eh
DFT total energy   -4342.273 eV
Largest force on an atom   1.2 eV Å⁻¹
Relative energy (zero: lowest compared OMol25 entry of this formula, charge and spin)   24.7 kJ/mol
Net charge   0
HOMO   -11.7439 eV
Gap between HOMO and LUMO   0.4734 Ha

Cartesian coordinates (Å):
H1 -0.4747 -1.8168 -2.9593
H2 -0.4779 0.5823 3.3563
H3 -0.5890 -2.1116 -1.2925
C1 0.8717 -0.5230 -1.8004
H4 0.0956 -0.2303 1.9258
H5 -0.7846 2.7185 1.6658
C2 0.1444 -1.8677 -2.0552
H6 0.8632 -2.6527 -2.2192
H7 0.6847 0.1487 -2.6223
H8 -0.7315 1.4651 0.4406
H9 1.9227 -0.7056 -1.5894
C3 -0.0611 0.7637 2.3582
H10 0.9461 1.1429 2.5439
C4 -0.9223 1.6516 1.5018
H11 -1.9908 1.4709 1.6467
H12 0.5033 -0.0360 -0.9008

Computed, not measured: C3H10N2S as an isolated structure, with wB97M-V/def2-TZVPD.

Summary:
LUMO energy   0.017 Eh
DFT total energy   -17088.039 eV
Largest force on an atom   0.6 eV Å⁻¹
Relative energy (zero: lowest compared OMol25 entry of this formula, charge and spin)   54.5 kJ/mol
Net charge   0
HOMO   -7.3044 eV
Gap between HOMO and LUMO   0.2850 Ha

Cartesian coordinates (Å):
H1 0.5127 0.5287 -2.2019
H2 -0.5586 -0.1977 0.8108
H3 1.9086 -0.8246 2.6704
N1 1.3686 1.0211 1.9181
H4 0.6841 1.5484 1.3871
H5 -0.3455 -0.6734 -3.1774
C1 -1.5462 0.2177 -1.5956
C2 -0.2196 -0.2777 -2.1673
C3 1.1868 -0.2890 2.0710
N2 0.2099 -0.8994 1.5103
S1 -1.3910 1.0239 0.0215
H6 0.1639 -1.8986 1.6350
H7 0.1814 -1.0591 -1.5254
H8 -2.2185 -0.6382 -1.5286
H9 2.0682 1.4963 2.4536
H10 -2.0050 0.9213 -2.2815